Entry from the Open Molecules 2025 dataset: C28H29ClN8O3PRe as an isolated structure (wB97M-V/def2-TZVPD).

## Properties
- LUMO level (alpha / beta) (eV) = -8.71 / -11.05
- HOMO-LUMO gap (alpha / beta) (eV) = 8.497 / 6.139
- total charge = +3
- multiplicity = 4
- ΔE to the lowest compared entry with this formula, charge and spin (kJ/mol) = 0.0

XYZ file:
```
71
Properties=species:S:1:pos:R:3:lowdin_spin:R:1
Re 0.43 0.62 1.11 2.413
N 0.19 1.77 3.04 0.027
C 1.21 2.86 3.29 0.005
C 1.35 3.81 2.12 0.006
C 2.09 3.24 0.95 0.019
O 2.99 3.75 0.39 0.028
O 1.61 2.02 0.51 0.229
H -0.74 2.20 3.04 0.006
H 0.19 1.14 3.84 0.002
H 2.16 2.37 3.52 0.000
H 0.91 3.40 4.18 0.001
H 1.90 4.69 2.44 0.001
H 0.36 4.15 1.78 0.000
Cl 2.40 -0.32 2.16 0.023
C 3.43 -0.98 0.85 0.009
C 4.75 -1.22 1.18 0.003
C 5.55 -1.80 0.20 0.000
C 5.01 -2.14 -1.03 0.002
C 3.68 -1.88 -1.32 0.000
C 2.87 -1.26 -0.38 0.000
P 1.11 -0.94 -0.71 0.021
C 0.36 -2.58 -0.62 0.001
C 0.64 -3.34 0.53 -0.001
C 0.12 -4.62 0.67 0.001
C -0.68 -5.15 -0.34 -0.001
C -0.95 -4.41 -1.48 0.000
C -0.43 -3.13 -1.62 -0.001
C 0.90 -0.20 -2.32 0.015
C 1.99 0.20 -3.10 0.005
C 1.76 0.71 -4.37 0.001
C 0.46 0.84 -4.85 0.006
C -0.62 0.49 -4.05 0.000
C -0.41 -0.02 -2.78 0.004
H 5.14 -0.98 2.16 0.000
H 6.59 -2.00 0.42 0.000
H 5.64 -2.62 -1.78 0.000
H 3.27 -2.16 -2.28 0.000
H 1.30 -2.95 1.30 0.000
H 0.36 -5.21 1.54 0.000
H -1.08 -6.15 -0.24 0.000
H -1.54 -4.84 -2.28 0.000
H -0.63 -2.59 -2.54 0.000
H 3.00 0.14 -2.72 0.000
H 2.59 1.01 -4.98 0.000
H 0.29 1.22 -5.85 0.000
H -1.63 0.61 -4.42 0.000
H -1.25 -0.28 -2.15 0.000
N -5.66 3.26 0.72 0.000
C -4.62 2.50 1.10 -0.001
O -4.62 1.76 2.06 -0.001
C -3.35 2.55 0.26 -0.001
C -3.12 3.23 -0.94 0.025
C -1.88 3.12 -1.55 -0.002
C -0.89 2.35 -0.98 0.020
N -1.12 1.69 0.19 0.011
C -2.33 1.80 0.78 0.023
H -6.49 3.24 1.28 0.000
H -5.63 3.91 -0.05 0.000
H -3.89 3.83 -1.41 0.001
H -1.66 3.64 -2.48 0.000
H 0.09 2.28 -1.41 0.001
H -2.52 1.27 1.70 0.001
N -3.69 -2.73 1.22 0.012
N -2.60 -2.08 1.69 0.018
N -2.04 -2.42 2.84 0.004
C -1.00 -1.62 2.88 0.025
N -0.95 -0.84 1.78 0.028
N -2.00 -1.17 1.01 0.010
H -4.15 -3.25 1.96 0.000
H -4.25 -2.17 0.61 0.001
H -0.28 -1.62 3.68 0.001
```


Entry from the Open Molecules 2025 dataset: the molecule C6H9N3 (wB97M-V/def2-TZVPD).

## Properties
- structure (SMILES) = C1=NN[C@H]2C[C@H]2[C@@H]2N[C@@H]12
- LUMO level (eV) = 1.02
- HOMO-LUMO gap (eV) = 9.111
- ΔE to the lowest compared entry with this formula, charge and spin (kJ/mol) = 436.1

XYZ file:
```
18
Properties=species:S:1:pos:R:3:nbo_charge:R:1
C 1.77 -0.60 0.59 -0.422
C 1.22 0.33 -0.51 -0.080
C -1.65 1.33 0.16 -0.009
C -1.46 -0.06 -0.31 -0.118
C -0.63 -1.01 0.45 -0.085
C 0.66 -1.05 -0.29 -0.243
H 2.71 -1.13 0.42 0.208
H 1.67 -0.34 1.58 0.220
H 1.98 0.62 -1.27 0.212
H 1.35 2.34 -0.02 0.385
H -2.73 1.75 0.32 0.197
H -1.11 0.06 -1.35 0.181
H -2.13 -2.06 -0.59 0.372
H -0.58 -0.78 1.54 0.195
H 0.82 -1.75 -1.06 0.233
N 0.65 1.61 -0.03 -0.467
N -0.62 2.05 0.26 -0.207
N -1.93 -1.32 0.09 -0.571
```


Entry from the Open Molecules 2025 dataset: C35H47BBrFKN10OS4 as an isolated structure (wB97M-V/def2-TZVPD).

## Properties
- LUMO level (eV) = 1.91
- HOMO-LUMO gap (eV) = 5.996
- total charge = -1
- ΔE to the lowest compared entry with this formula, charge and spin (kJ/mol) = 200.1

XYZ file:
```
101
Properties=species:S:1:pos:R:3:mulliken_charge:R:1
K -1.28 -0.89 0.12 0.888
C -1.99 5.51 3.54 -2.085
C -1.02 4.38 3.21 1.460
C -1.59 3.10 3.79 -1.491
C 0.35 4.64 3.75 -1.840
N -0.92 4.28 1.72 0.417
C -1.45 5.12 0.78 -0.354
C -0.81 4.95 -0.39 -1.075
N 0.10 3.87 -0.22 0.225
B 1.04 3.48 -1.38 0.469
N 0.13 3.01 -2.57 0.728
C 0.70 3.28 -3.81 -0.872
C -0.23 3.04 -4.73 -0.545
N -1.47 2.79 -4.09 0.454
C -1.22 2.66 -2.75 -0.172
S -2.22 2.17 -1.51 -0.407
C -2.77 2.44 -4.81 1.322
C -3.93 3.28 -4.20 -1.594
C -3.02 0.97 -4.73 -1.550
C -2.70 2.88 -6.30 -2.038
N 2.32 2.59 -1.17 0.645
C 3.61 3.08 -0.94 -1.088
C 4.50 2.15 -1.36 -0.247
N 3.81 1.07 -1.86 0.617
C 2.46 1.30 -1.70 -0.378
S 1.21 0.21 -2.03 -0.399
C 4.52 -0.18 -2.28 1.321
C 3.61 -1.19 -3.07 -1.866
C 5.60 0.32 -3.23 -1.684
C 5.16 -0.94 -1.07 -1.525
C -0.04 3.36 1.07 -0.256
S 0.56 1.91 1.55 -0.375
H -1.96 5.69 4.65 0.397
H -3.04 5.29 3.27 0.398
H -1.71 6.43 3.04 0.529
H -1.77 3.16 4.88 0.423
H -0.80 2.36 3.65 0.366
H -2.60 2.88 3.38 0.325
H 0.29 4.81 4.82 0.485
H 0.71 5.55 3.31 0.401
H 1.03 3.85 3.56 0.397
H -2.24 5.82 1.08 0.462
H -0.91 5.48 -1.34 0.527
H 1.42 4.57 -1.72 -0.256
H 1.71 3.78 -3.96 0.350
H -0.15 3.02 -5.84 0.365
H -4.02 3.14 -3.14 0.360
H -4.91 2.90 -4.61 0.440
H -3.88 4.34 -4.44 0.355
H -2.89 0.64 -3.74 0.411
H -2.28 0.44 -5.36 0.331
H -4.04 0.77 -5.07 0.405
H -2.29 3.91 -6.30 0.524
H -3.74 3.04 -6.66 0.415
H -2.18 2.16 -6.91 0.406
H 3.79 4.00 -0.37 0.495
H 5.58 2.08 -1.25 0.407
H 2.94 -0.60 -3.80 0.293
H 2.94 -1.64 -2.36 0.524
H 4.17 -1.96 -3.61 0.469
H 5.21 1.05 -3.97 0.317
H 5.95 -0.52 -3.81 0.480
H 6.43 0.76 -2.67 0.395
H 4.43 -1.34 -0.34 0.325
H 5.72 -0.26 -0.43 0.350
H 5.75 -1.80 -1.38 0.414
O -5.15 -4.73 4.02 -0.528
C -4.45 -4.03 3.13 0.688
C -3.10 -4.27 2.91 -0.393
C -2.46 -3.42 2.03 0.010
N -3.14 -2.56 1.19 -0.353
C -4.44 -2.42 1.34 -0.102
Br -5.42 -1.16 0.24 -0.180
C -5.17 -3.16 2.30 -0.365
H -4.57 -5.13 4.65 0.303
H -2.53 -4.98 3.49 0.342
H -1.38 -3.49 1.84 0.179
H -6.25 -2.96 2.47 0.357
C 1.60 -3.68 6.18 -0.972
N 1.03 -4.53 5.16 0.234
C 0.82 -5.94 5.24 -0.665
C 0.70 -6.43 4.00 -0.337
N 0.91 -5.35 3.10 0.511
C 1.03 -4.20 3.82 -0.149
S 1.07 -2.73 3.14 -0.301
C 1.01 -5.52 1.65 0.226
C 1.63 -6.67 1.16 -0.832
C 1.41 -7.01 -0.19 -0.393
C 0.70 -6.07 -1.02 -0.730
C 0.24 -4.91 -0.43 -0.396
N 0.35 -4.58 0.87 0.249
H 0.90 -3.47 6.98 0.313
H 1.85 -2.72 5.73 0.313
H 2.52 -4.10 6.56 0.347
H 0.80 -6.50 6.21 0.388
H 0.38 -7.41 3.61 0.440
H 2.26 -7.21 1.87 0.446
H 1.61 -8.02 -0.58 0.345
H 0.56 -6.27 -2.08 0.433
H -0.23 -3.93 -1.06 0.376
F -0.77 -2.87 -1.41 -0.794
```


Entry from the Open Molecules 2025 dataset: C27H33FN4O4Pt as an isolated structure (wB97M-V/def2-TZVPD).

## Properties
- LUMO level (alpha / beta) (eV) = -0.07 / -0.13
- HOMO-LUMO gap (alpha / beta) (eV) = 5.050 / 6.963
- multiplicity = 3
- ΔE to the lowest compared entry with this formula, charge and spin (kJ/mol) = 81.4

XYZ file:
```
70
Properties=species:S:1:pos:R:3:nbo_charge:R:1
Pt 2.51 -2.12 0.36 0.998
C -4.53 -1.48 -2.42 -0.621
C -4.37 -1.62 -0.91 -0.203
N -3.01 -1.37 -0.46 -0.366
C -2.18 -2.42 -0.28 0.108
C -0.88 -2.34 0.09 -0.299
C -0.18 -3.68 0.27 0.782
O -0.87 -4.69 0.18 -0.679
O 1.08 -3.69 0.51 -0.798
C -0.33 -1.02 0.33 0.440
O 0.87 -0.79 0.70 -0.757
C -1.21 0.09 0.14 -0.109
C -0.71 1.42 0.36 -0.320
C -1.53 2.48 0.17 0.373
F -1.08 3.74 0.42 -0.354
C -2.83 2.34 -0.32 -0.081
C -3.37 1.03 -0.49 -0.390
C -2.55 -0.07 -0.27 0.206
N -3.80 3.44 -0.17 -0.348
C -3.53 4.63 -1.03 -0.218
C -4.51 5.75 -0.66 -0.252
N -5.67 5.13 -0.02 -0.638
C -5.32 4.71 1.33 -0.243
C -4.04 3.85 1.26 -0.237
H -5.57 -1.64 -2.72 0.214
H -3.91 -2.21 -2.93 0.221
H -4.22 -0.49 -2.76 0.211
H -4.63 -2.64 -0.61 0.216
H -5.05 -0.96 -0.38 0.195
H -2.60 -3.41 -0.44 0.244
H 0.32 1.56 0.65 0.249
H -4.36 0.92 -0.90 0.203
H -3.65 4.30 -2.05 0.224
H -2.49 4.91 -0.87 0.243
H -4.83 6.27 -1.56 0.225
H -4.03 6.49 0.00 0.177
H -4.69 3.07 -0.49 0.444
H -6.47 5.73 -0.02 0.385
H -6.15 4.13 1.74 0.212
H -5.14 5.56 2.00 0.186
H -4.12 2.93 1.84 0.241
H -3.16 4.39 1.58 0.229
C 2.74 -1.12 3.24 -0.431
N 3.59 -0.98 2.05 -0.448
C 3.83 0.43 1.75 -0.423
C 4.84 -1.72 2.25 0.101
C 5.33 -2.23 -0.05 0.250
C 6.54 -2.46 -0.85 -0.206
C 6.55 -2.26 -2.18 -0.229
C 5.42 -1.72 -2.91 -0.260
C 4.25 -1.47 -2.28 -0.176
C 4.12 -1.86 -0.90 -0.227
H 3.21 -0.64 4.11 0.174
H 2.58 -2.17 3.45 0.217
H 1.78 -0.65 3.04 0.232
H 4.34 0.93 2.58 0.172
H 2.87 0.91 1.56 0.216
H 4.44 0.51 0.85 0.231
H 4.57 -2.76 2.44 0.183
H 5.39 -1.32 3.11 0.162
H 7.44 -2.74 -0.33 0.211
H 7.46 -2.45 -2.73 0.208
H 5.54 -1.48 -3.95 0.209
H 3.43 -0.99 -2.79 0.217
C 4.17 -4.54 -0.78 -0.652
C 4.18 -3.15 -0.24 -0.177
O 5.69 -1.58 1.16 -0.542
H 5.03 -5.10 -0.42 0.212
H 4.19 -4.54 -1.88 0.213
H 3.26 -5.06 -0.47 0.249
```